1.
Below is C35H34ClCrNOSi2 as an isolated structure at a distorted geometry, with properties calculated with ωB97M-V/def2-TZVPD.

Atoms and positions in Å:
C (-1.653, -0.370, 4.479)
C (-2.266, 0.028, 3.236)
C (-2.137, -1.086, 2.310)
H (-2.878, 0.904, 3.097)
C (-1.391, -2.138, 2.972)
C (-1.058, -1.671, 4.306)
H (-0.683, -2.301, 5.098)
H (-1.796, 0.134, 5.425)
H (-2.653, -1.187, 1.368)
H (-1.275, -3.149, 2.624)
Cr (-0.148, -0.333, 2.771)
Si (0.619, 0.306, -0.415)
C (-0.428, 1.867, -0.422)
C (0.233, 3.054, -0.812)
H (1.318, 3.075, -0.909)
C (-0.520, 4.185, -1.148)
H (-0.017, 5.049, -1.577)
C (-1.901, 4.203, -0.923)
H (-2.489, 5.085, -1.152)
C (-2.516, 3.092, -0.339)
H (-3.576, 3.136, -0.090)
C (-1.786, 1.929, -0.055)
H (-2.264, 1.087, 0.456)
C (-0.329, -1.306, -0.477)
C (-1.552, -1.315, -1.152)
H (-2.008, -0.392, -1.517)
C (-2.127, -2.549, -1.450)
H (-2.997, -2.555, -2.098)
C (-1.556, -3.728, -0.974)
H (-1.990, -4.684, -1.261)
C (-0.423, -3.690, -0.153)
H (0.029, -4.607, 0.221)
C (0.188, -2.467, 0.119)
H (1.078, -2.428, 0.763)
H (0.707, 0.055, 1.165)
Si (1.489, 0.126, -2.570)
C (1.095, -1.469, -3.501)
C (0.404, -1.458, -4.723)
H (0.137, -0.503, -5.188)
C (0.049, -2.659, -5.342)
H (-0.496, -2.612, -6.282)
C (0.371, -3.878, -4.737)
H (0.005, -4.818, -5.176)
C (1.156, -3.893, -3.573)
H (1.453, -4.835, -3.112)
C (1.543, -2.693, -2.975)
H (2.177, -2.697, -2.075)
C (0.657, 1.497, -3.609)
C (-0.745, 1.499, -3.656)
H (-1.315, 0.736, -3.109)
C (-1.423, 2.500, -4.361)
H (-2.507, 2.530, -4.315)
C (-0.691, 3.436, -5.100)
H (-1.218, 4.177, -5.702)
C (0.711, 3.442, -5.062)
H (1.266, 4.201, -5.618)
C (1.386, 2.480, -4.295)
H (2.484, 2.453, -4.217)
H (2.955, 0.252, -2.861)
Cl (2.846, 0.324, -0.403)
O (1.956, -1.771, 3.473)
C (2.380, -1.396, 4.802)
C (1.998, 0.017, 5.075)
C (2.607, 0.664, 6.162)
C (2.189, 1.959, 6.467)
C (1.222, 2.560, 5.646)
C (0.676, 1.838, 4.591)
N (1.007, 0.556, 4.331)
H (2.245, -2.683, 3.296)
H (1.894, -2.028, 5.577)
H (3.477, -1.539, 4.861)
H (3.330, 0.096, 6.741)
H (2.611, 2.489, 7.324)
H (0.899, 3.588, 5.838)
H (-0.035, 2.282, 3.894)

For the total energy, the calculation gives -97081.65262 eV. The value obtained for the gap between HOMO and LUMO (spin up / spin down) is 6.1 / 6.0 eV. The HOMO energy (spin up / spin down) comes out at -6.47 / -6.47 eV. Its energy above the lowest of the compared OMol25 structures with the same formula, charge and spin is 47.6 kcal per mole. As for the spin multiplicity: 5.

2.
Below is C35H34ClFeNOSi2 as an isolated structure at a distorted geometry, with properties calculated with ωB97M-V/def2-TZVPD.

Atoms and positions in Å:
C (-3.893, -3.411, 0.733)
C (-2.692, -3.451, 1.484)
C (-2.494, -2.163, 2.084)
H (-2.071, -4.334, 1.649)
C (-3.581, -1.319, 1.670)
C (-4.438, -2.093, 0.820)
H (-5.401, -1.772, 0.436)
H (-4.368, -4.267, 0.250)
H (-1.730, -1.904, 2.810)
H (-3.744, -0.296, 1.985)
Fe (-2.299, -1.773, -0.084)
Si (2.019, 1.896, 0.212)
C (3.706, 1.632, -0.511)
C (4.171, 2.354, -1.623)
H (3.478, 2.990, -2.176)
C (5.517, 2.258, -1.991)
H (5.892, 2.818, -2.852)
C (6.397, 1.471, -1.234)
H (7.456, 1.431, -1.489)
C (5.924, 0.714, -0.149)
H (6.599, 0.077, 0.439)
C (4.575, 0.789, 0.201)
H (4.178, 0.204, 1.041)
C (1.875, 3.712, 0.564)
C (2.904, 4.285, 1.341)
H (3.729, 3.648, 1.711)
C (2.893, 5.652, 1.648)
H (3.709, 6.103, 2.228)
C (1.844, 6.472, 1.191)
H (1.842, 7.554, 1.401)
C (0.793, 5.889, 0.447)
H (-0.028, 6.519, 0.090)
C (0.801, 4.517, 0.144)
H (-0.006, 4.046, -0.442)
H (2.075, 1.228, 1.520)
Si (-0.070, -0.119, -0.383)
C (-1.100, 0.594, 1.015)
C (-0.491, 0.569, 2.291)
H (0.366, -0.084, 2.481)
C (-0.862, 1.489, 3.269)
H (-0.335, 1.493, 4.227)
C (-1.867, 2.426, 3.011)
H (-2.164, 3.133, 3.781)
C (-2.506, 2.450, 1.768)
H (-3.289, 3.175, 1.559)
C (-2.124, 1.542, 0.781)
H (-2.590, 1.593, -0.201)
C (1.062, -1.543, 0.059)
C (1.050, -2.335, 1.224)
H (0.173, -2.351, 1.886)
C (2.171, -3.090, 1.571)
H (2.164, -3.684, 2.493)
C (3.317, -3.067, 0.763)
H (4.205, -3.634, 1.043)
C (3.329, -2.313, -0.419)
H (4.231, -2.250, -1.034)
C (2.192, -1.594, -0.786)
H (2.224, -0.987, -1.695)
H (0.776, 1.059, -0.776)
Cl (-0.789, -0.186, -2.339)
O (-3.865, -0.092, -1.901)
C (-4.667, -1.188, -2.362)
C (-3.932, -2.493, -2.561)
C (-4.436, -3.395, -3.493)
C (-3.784, -4.611, -3.684)
C (-2.611, -4.835, -2.957)
C (-2.141, -3.888, -2.047)
N (-2.809, -2.716, -1.830)
H (-3.046, -0.089, -2.446)
H (-5.469, -1.322, -1.623)
H (-5.148, -0.876, -3.299)
H (-5.361, -3.116, -3.995)
H (-4.156, -5.325, -4.414)
H (-2.046, -5.752, -3.068)
H (-1.228, -4.060, -1.458)

For the total energy, the calculation gives -103041.75422 eV. The total charge is +1. The value obtained for the gap between HOMO and LUMO (spin up / spin down) is 4.9 / 7.6 eV. The HOMO energy (spin up / spin down) comes out at -7.85 / -11.10 eV. Its energy above the lowest of the compared OMol25 structures with the same formula, charge and spin is 25.9 kcal per mole. As for the spin multiplicity: 6.